Entry 1:
ORCA calculation (ωB97M-V with the def2-TZVPD basis set) on C56H56F3HfN5Sb as an isolated structure at a distorted geometry.

Its molar mass is 1156.34 g/mol. Its charge is +3. The spin multiplicity is 1. Its max |F| is 0.0276 Eh/bohr. For the orbital gap, the calculation gives 5.5 eV. As for the relative energy (zero: lowest compared OMol25 entry of this formula, charge and spin): 123.36 kJ/mol.

Each line ends with the Löwdin charge.
Atoms and positions in Å:
Hf  0.180  0.773  -0.587  1.877
Sb  -1.523  -1.631  2.076  1.522
F  -7.409  -1.301  4.060  0.107
F  -1.346  -7.682  0.535  0.109
F  0.705  -1.309  7.887  0.105
N  -0.406  -0.737  -1.890  -0.084
N  -0.334  2.394  0.807  0.006
N  2.107  0.781  -1.678  -0.047
N  -0.969  2.511  -1.797  0.047
N  1.128  0.261  1.409  -0.054
C  0.216  -1.426  6.656  -0.275
C  -2.532  4.300  -1.412  0.033
C  -2.897  4.297  -2.753  0.032
C  1.703  1.092  3.582  0.022
C  0.494  -2.568  5.924  0.018
C  -3.208  -1.873  -0.860  -0.068
C  2.618  -0.967  2.819  0.018
C  2.096  -1.794  0.518  -0.014
C  -4.358  -0.429  2.378  -0.145
C  -1.479  -3.740  1.627  -0.375
C  -2.606  -5.742  0.890  0.026
C  0.839  -1.121  -2.469  -0.351
C  -2.253  3.429  -3.603  0.029
C  -0.869  4.445  2.579  0.045
C  4.231  1.949  -0.991  -0.142
C  -0.223  -5.782  1.304  0.015
C  2.070  2.959  -5.025  -0.055
C  -0.674  1.595  -4.078  -0.003
C  -2.866  -1.430  -2.288  -0.524
C  1.027  1.207  2.380  -0.228
C  -0.074  3.380  2.966  0.051
C  -1.307  2.532  -3.105  -0.279
C  -1.039  -0.510  4.850  -0.146
C  -5.358  -2.428  4.038  0.028
C  4.722  2.602  -3.642  -0.013
C  -1.560  3.428  -0.974  -0.202
C  2.622  1.627  -4.498  -0.384
C  5.628  2.973  -2.672  -0.014
C  5.374  2.646  -1.356  -0.015
C  2.010  -0.359  -2.361  -0.116
C  3.560  1.903  -3.336  -0.135
C  3.310  1.567  -1.987  -0.127
C  4.099  1.564  0.463  -0.383
C  -0.277  -4.442  1.654  -0.146
C  -1.382  4.480  1.292  0.049
C  -3.556  -1.506  2.736  -0.403
C  4.160  2.780  1.395  -0.040
C  0.618  -2.170  -3.358  0.064
C  -6.147  -1.360  3.643  -0.267
C  -5.665  -0.347  2.833  0.004
C  -0.731  -1.625  4.073  -0.387
C  -4.053  -2.496  3.579  -0.111
C  0.010  -2.663  4.627  -0.107
C  -1.097  3.442  0.423  -0.177
C  -3.398  -0.002  -2.459  -0.025
C  5.194  0.553  0.829  -0.032
C  1.931  -0.811  1.628  -0.334
C  -1.368  -1.517  -2.506  -0.179
C  -0.750  -2.403  -3.386  0.034
C  3.297  0.837  -5.625  -0.035
C  0.183  2.363  2.062  -0.177
C  -2.644  -4.404  1.249  -0.139
C  -0.574  -0.405  6.150  0.005
C  2.520  -0.001  3.802  0.023
C  -3.583  -2.347  -3.281  -0.034
C  -1.392  -6.407  0.906  -0.268
H  5.101  3.314  1.275  0.087
H  -0.061  0.848  -3.594  0.041
H  3.249  -1.833  2.964  0.145
H  -1.974  5.323  0.972  0.130
H  1.374  -2.679  -3.938  0.144
H  1.563  3.517  -4.233  0.087
H  -3.022  4.978  -0.730  0.126
H  4.098  2.460  2.436  0.076
H  0.194  -3.571  4.068  0.088
H  -0.828  0.435  6.785  0.129
H  5.178  -0.318  0.171  0.088
H  -1.249  -3.130  -4.004  0.126
H  2.490  -2.736  0.891  0.105
H  2.566  0.607  -6.401  0.092
H  3.717  -0.103  -5.260  0.085
H  3.127  1.100  0.589  0.070
H  2.878  3.585  -5.401  0.094
H  -2.929  -1.082  -0.162  -0.006
H  4.914  2.864  -4.674  0.123
H  5.081  0.215  1.860  0.074
H  -2.873  0.691  -1.799  0.057
H  -3.664  4.967  -3.119  0.141
H  1.616  1.854  4.341  0.129
H  1.379  2.797  -5.855  0.086
H  -1.436  1.096  -4.676  0.111
H  -3.969  0.360  1.741  0.084
H  -3.502  -6.278  0.606  0.135
H  -2.476  3.412  -4.661  0.145
H  -6.313  0.480  2.573  0.126
H  -2.692  -2.797  -0.601  0.067
H  3.071  -0.096  4.729  0.144
H  0.698  -6.349  1.345  0.131
H  -3.599  -3.894  1.253  0.099
H  -0.058  2.166  -4.771  0.067
H  2.879  -0.703  -2.919  0.167
H  -3.321  0.341  -3.491  0.089
H  3.347  3.479  1.186  0.084
H  1.065  -3.368  6.377  0.133
H  6.528  3.508  -2.943  0.128
H  1.783  1.018  -4.163  0.072
H  -5.767  -3.181  4.698  0.135
H  2.831  -1.422  -0.197  0.084
H  -1.077  5.252  3.269  0.144
H  6.099  2.911  -0.597  0.123
H  -1.677  0.272  4.448  0.098
H  0.340  3.354  3.962  0.129
H  4.103  1.401  -6.092  0.088
H  0.633  -3.956  1.980  0.076
H  -4.454  0.014  -2.187  0.108
H  1.153  -1.995  0.003  0.062
H  -4.281  -2.039  -0.765  0.113
H  -3.302  -3.391  -3.137  0.099
H  -3.369  -2.062  -4.312  0.100
H  6.176  1.016  0.742  0.094
H  -4.658  -2.268  -3.129  0.104
H  -3.424  -3.322  3.892  0.113


Entry 2:
ORCA calculation (ωB97M-V with the def2-TZVPD basis set) on a 12-piece molecular cluster, C56H60N12O8 overall at a distorted geometry.

Its molar mass is 1029.17 g/mol. Its charge is 0. The spin multiplicity is 1. Its max |F| is 0.0648 Eh/bohr. For the orbital gap, the calculation gives 7.0 eV.

Each line ends with the Löwdin charge.
Atoms and positions in Å:
O  -2.282  2.061  -3.592  0.054
O  4.087  3.048  0.680  0.072
O  4.139  1.336  3.896  0.070
O  4.774  -1.986  6.626  0.090
O  -1.794  4.130  -3.388  0.065
O  4.018  4.625  2.177  0.090
O  2.950  -1.778  7.697  0.091
O  3.180  2.264  5.594  0.095
N  -4.315  2.529  -1.579  0.002
N  0.830  -6.227  2.457  0.017
N  -1.565  3.013  -3.797  -0.323
N  3.581  -1.955  6.707  -0.372
N  3.239  1.956  4.426  -0.323
N  4.258  -2.871  -3.389  0.004
N  -1.577  -0.807  0.036  0.045
N  -2.121  -0.256  3.460  0.010
N  5.131  0.026  1.466  0.006
N  -2.616  -0.753  -3.410  0.020
N  3.579  4.003  1.227  -0.343
N  -5.981  -2.285  -1.466  0.022
C  0.987  -3.241  4.449  -0.084
C  3.406  -2.160  4.227  -0.009
C  2.213  2.316  -5.547  -0.063
C  1.431  1.508  2.686  0.000
C  1.565  -2.843  5.619  -0.019
C  0.467  -5.197  0.537  -0.126
C  2.693  -2.358  3.061  -0.066
C  0.547  3.924  -4.754  -0.002
C  -5.802  -2.204  -2.819  -0.155
C  2.800  -2.335  5.450  -0.142
C  5.939  -1.987  1.149  -0.100
C  2.800  -1.228  -3.279  -0.150
C  0.054  1.557  -4.908  0.011
C  1.802  3.659  -5.348  -0.041
C  0.281  3.913  3.461  -0.074
C  -3.003  -0.736  -4.670  -0.208
C  1.393  3.521  4.083  -0.034
C  1.962  2.339  3.693  -0.116
C  4.713  -0.340  0.264  -0.154
C  0.732  6.101  0.201  -0.088
C  0.432  3.956  -0.780  -0.071
C  -0.563  -6.089  2.344  -0.131
C  2.345  4.403  0.554  -0.127
C  -4.315  -0.094  3.435  -0.107
C  -0.805  -5.466  1.168  -0.121
C  -0.291  2.850  -4.534  -0.144
C  2.980  -2.534  -3.000  -0.147
C  -4.751  2.447  0.598  -0.111
C  1.475  -2.938  3.187  -0.095
C  -7.592  -1.012  -2.277  -0.122
C  0.003  5.262  -0.589  -0.071
C  -2.599  -1.533  3.320  -0.142
C  0.214  1.848  2.148  -0.073
C  -4.001  3.087  -0.386  -0.156
C  1.461  -5.623  1.380  -0.139
C  -1.463  0.373  -0.644  -0.146
C  -1.420  -2.307  -4.469  -0.092
C  1.347  1.251  -5.316  -0.059
C  -0.186  0.424  -1.185  -0.123
C  5.858  -0.942  2.082  -0.130
C  -3.978  -1.458  3.257  -0.103
C  5.214  -1.612  -0.008  -0.096
C  -0.323  3.137  2.470  -0.035
C  -3.136  0.651  3.571  -0.118
C  -5.240  1.535  -1.409  -0.118
C  4.002  -0.710  -3.803  -0.111
C  -6.806  -1.478  -3.401  -0.082
C  4.915  -1.737  -3.788  -0.145
C  1.627  3.458  -0.240  0.031
C  0.492  -0.711  -0.748  -0.122
C  -0.363  -1.466  -0.007  -0.129
C  -5.468  1.448  -0.048  -0.118
C  -7.112  -1.563  -1.128  -0.155
C  -2.307  -1.679  -5.371  -0.115
C  -1.640  -1.708  -3.249  -0.126
C  1.827  5.664  0.821  -0.024
H  -7.424  -1.459  -0.094  0.109
H  4.874  0.899  1.848  0.087
H  -0.225  -2.453  0.487  0.101
H  -5.560  0.962  -2.265  0.100
H  -2.366  0.995  -0.663  0.107
H  0.279  4.890  -4.372  0.112
H  -0.387  3.317  -1.125  0.090
H  -2.878  1.684  3.621  0.093
H  -4.692  2.731  1.637  0.086
H  2.500  -5.603  1.232  0.100
H  -3.285  3.903  -0.270  0.106
H  4.680  -3.797  -3.140  0.174
H  3.154  -2.060  2.080  0.118
H  1.052  -2.918  6.574  0.132
H  -0.013  -3.662  4.493  0.101
H  -6.238  0.761  0.220  0.071
H  -5.246  -2.584  -0.861  0.133
H  1.742  0.252  -5.425  0.100
H  6.432  -2.927  1.283  0.081
H  -0.963  5.576  -1.012  0.117
H  2.411  6.236  1.508  0.121
H  -5.319  0.302  3.566  0.092
H  -1.192  3.529  2.052  0.086
H  2.465  4.496  -5.542  0.104
H  5.186  -2.027  -0.976  0.054
H  -2.410  -1.148  0.410  0.116
H  2.236  -3.248  -2.702  0.106
H  1.545  -0.889  -1.001  0.089
H  4.200  0.436  -0.316  0.113
H  -1.149  0.059  3.298  0.132
H  6.259  -0.750  3.055  0.109
H  1.818  -0.732  -3.214  0.087
H  1.954  0.591  2.391  0.121
H  -0.337  1.223  1.446  0.086
H  -6.842  -1.166  -4.386  0.066
H  -3.979  2.852  -2.471  0.109
H  4.400  -1.629  4.113  0.116
H  -4.644  -2.249  3.223  0.067
H  0.789  -3.164  2.371  0.078
H  3.173  2.106  -6.055  0.116
H  1.818  2.421  -0.182  0.091
H  0.350  7.067  0.419  0.109
H  -8.515  -0.451  -2.290  0.092
H  5.939  -1.696  -4.097  0.105
H  -2.924  -0.158  -2.645  0.114
H  -1.294  -1.939  -2.235  0.092
H  -0.202  4.819  3.716  0.109
H  -1.995  -2.382  3.265  0.077
H  -2.718  -1.884  -6.345  0.092
H  1.357  -6.693  3.192  0.150
H  0.107  1.234  -1.794  0.072
H  1.844  4.137  4.848  0.135
H  -0.545  0.705  -4.655  0.097
H  0.620  -4.732  -0.441  0.091
H  -0.787  -3.126  -4.694  0.079
H  -1.258  -6.385  3.123  0.110
H  -3.717  -0.043  -5.071  0.114
H  4.298  0.314  -4.074  0.099
H  -4.919  -2.658  -3.221  0.102
H  -1.790  -5.305  0.820  0.080


Entry 3:
ORCA calculation (ωB97M-V with the def2-TZVPD basis set) on C56H61N2O5P2PdS3 as an isolated structure at a distorted geometry.

Its molar mass is 1106.68 g/mol. Its charge is +3. The spin multiplicity is 5. Its max |F| is 0.0260 Eh/bohr. For the orbital gap (alpha / beta), the calculation gives 7.9 / 5.6 eV. As for the relative energy (zero: lowest compared OMol25 entry of this formula, charge and spin): 20.18 kJ/mol.

Each line ends with the Löwdin spin population.
Atoms and positions in Å:
Pd  0.537  0.738  0.765  1.560
S  -1.819  2.373  2.947  0.009
S  -1.098  -2.199  1.296  0.015
S  2.929  -0.232  -0.785  0.034
P  -2.081  -0.427  -2.185  0.001
P  3.344  0.999  2.801  0.556
O  4.182  0.457  -0.710  0.024
O  2.409  -0.812  0.450  0.099
O  -0.370  -0.903  1.693  0.125
O  -0.944  -0.453  -1.205  0.010
O  -0.512  1.763  2.448  0.043
N  -0.088  2.696  -0.548  0.082
N  1.693  0.840  -1.047  0.342
C  -2.610  2.748  -4.745  0.001
C  1.971  -4.315  -0.084  0.000
C  -2.944  -3.310  -4.942  0.000
C  1.728  -1.841  -2.609  0.004
C  -0.818  0.659  -4.374  0.001
C  1.346  -5.404  1.972  0.000
C  -1.333  4.637  -1.203  -0.003
C  -5.992  -0.483  -0.990  0.000
C  -3.057  -1.537  3.077  0.000
C  1.895  -0.933  4.236  0.008
C  -3.648  -0.081  -1.371  0.000
C  -1.117  3.432  7.307  0.000
C  4.163  -2.669  -3.682  0.000
C  0.161  -3.457  1.242  0.002
C  2.969  -3.169  -4.210  0.004
C  -2.623  2.739  5.562  0.001
C  3.566  2.804  2.761  0.085
C  5.946  0.417  3.537  0.034
C  -2.242  -1.990  -3.055  0.000
C  -0.275  3.062  5.086  0.000
C  -2.513  -4.462  -4.294  0.000
C  2.242  2.945  -3.991  0.022
C  4.160  -1.764  -2.636  0.003
C  0.576  2.770  -1.721  0.068
C  -1.550  2.703  4.678  0.004
C  -1.007  3.614  -0.304  0.026
C  2.529  3.541  1.913  0.016
C  -0.665  1.519  -5.449  0.002
C  -2.396  3.098  6.882  0.000
C  -6.043  0.603  -0.128  0.000
C  0.343  -4.467  2.180  0.001
C  -2.985  0.998  3.001  0.000
C  1.757  -2.739  -3.660  0.000
C  -1.563  2.566  -5.637  0.004
C  -0.059  3.418  6.409  0.000
C  -3.702  1.003  -0.491  0.000
C  -2.774  1.876  -3.676  0.002
C  2.459  1.923  -3.094  0.159
C  -2.002  -2.602  2.798  0.012
C  -2.477  -0.252  3.706  0.000
C  -2.811  -2.075  -4.325  0.000
C  0.359  3.781  -2.662  0.016
C  2.937  -1.365  -2.107  0.004
C  0.965  -3.386  0.109  0.000
C  4.884  0.131  2.462  0.060
C  -0.650  4.725  -2.388  0.029
C  -1.880  0.824  -3.482  0.004
C  -4.895  1.347  0.123  0.000
C  1.620  1.787  -1.959  0.113
C  2.991  -4.131  -5.359  0.001
C  1.198  3.847  -3.809  0.262
C  2.601  0.417  4.344  0.086
C  -1.949  -4.382  -3.027  0.000
C  -1.816  -3.149  -2.407  0.000
C  -4.799  -0.824  -1.615  0.000
C  2.158  -5.329  0.847  0.000
H  0.800  -2.592  -0.612  0.000
H  0.531  3.078  4.364  0.000
H  -3.927  1.389  3.392  0.000
H  5.087  -1.369  -2.240  0.000
H  -0.133  -0.178  -4.256  0.001
H  0.932  3.702  6.740  0.000
H  3.805  -4.848  -5.256  0.000
H  2.591  -1.729  3.968  0.000
H  -0.859  5.515  -3.099  0.001
H  -2.800  1.583  -0.301  0.000
H  1.488  -6.198  2.692  0.000
H  -3.808  -1.979  3.731  0.000
H  2.932  -6.070  0.694  0.000
H  -6.978  0.875  0.343  0.000
H  -3.150  0.807  1.934  0.000
H  1.033  4.638  -4.531  0.010
H  -1.513  3.551  0.651  0.002
H  -3.327  3.545  -4.904  0.000
H  -3.386  -3.375  -5.927  0.000
H  1.100  -0.903  3.492  0.001
H  6.095  1.485  3.699  0.001
H  -0.949  3.715  8.337  0.000
H  -1.302  -2.710  3.626  0.000
H  3.265  1.217  -3.248  0.006
H  -2.716  -0.206  4.768  0.000
H  5.107  -2.992  -4.102  0.000
H  4.574  2.980  2.379  0.003
H  5.210  0.442  1.471  0.002
H  2.052  -4.676  -5.440  0.000
H  1.465  -1.181  5.206  0.000
H  -3.146  -1.181  -4.838  0.000
H  -4.941  2.201  0.789  0.000
H  -1.619  -5.280  -2.520  0.000
H  6.897  0.002  3.206  0.006
H  -1.390  -0.264  3.622  0.000
H  2.598  -4.255  -0.966  0.000
H  2.601  3.235  0.867  0.001
H  2.884  3.042  -4.857  -0.003
H  0.785  -1.503  -2.183  0.001
H  1.510  3.351  2.257  0.000
H  -4.771  -1.672  -2.289  0.000
H  1.941  1.200  4.713  0.000
H  -3.581  -1.307  2.144  0.000
H  3.149  -3.594  -6.297  0.000
H  -2.101  5.350  -0.939  0.000
H  -6.884  -1.065  -1.182  0.000
H  3.548  3.144  3.801  0.012
H  -3.625  1.998  -3.018  0.000
H  -2.624  -5.424  -4.777  0.000
H  0.137  1.359  -6.159  0.000
H  -2.462  -3.570  2.584  0.002
H  -1.463  3.220  -6.495  0.000
H  -1.382  -3.081  -1.415  0.000
H  2.717  4.613  1.962  0.000
H  3.448  0.352  5.041  0.021
H  5.694  -0.051  4.487  0.001
H  -3.627  2.492  5.243  0.000
H  -0.273  -4.551  3.064  0.000
H  4.646  -0.934  2.404  0.001
H  -3.223  3.119  7.579  0.000
H  0.823  -3.118  -4.059  0.000


What is the charge in the first record?
+3


Which of these has the lowest charge?
C56H60N12O8